Density functional theory data (wB97M-V/def2-TZVPD) for 2 unconnected molecules or ions with the total composition C6H11N at a distorted geometry.

Output
total charge: 0
multiplicity: 1
calculated total energy: -7889.374 eV
SMILES string: CCC#N.C=CC
HOMO: -0.363 hartree
energy above the lowest of the compared OMol25 structures with the same formula, charge and spin: 26.7 kcal/mol

Each line ends with the Mulliken charge.
Element x y z (Å)
C  1.108  1.799  0.132  -1.007
C  -0.225  1.553  0.821  0.168
C  -0.048  0.911  2.097  0.223
N  0.089  0.330  3.075  -0.447
H  1.541  0.817  -0.137  0.204
H  0.961  2.325  -0.807  0.303
H  1.790  2.374  0.752  0.361
H  -0.809  0.834  0.177  -0.180
H  -0.778  2.482  0.957  0.332
C  0.320  -0.828  -1.761  -0.908
C  -0.746  -1.113  -1.014  0.083
C  -0.748  -2.114  0.097  -1.007
H  0.240  -0.210  -2.640  0.288
H  1.274  -1.301  -1.593  0.311
H  -1.722  -0.742  -1.304  0.376
H  -1.071  -1.665  1.033  0.275
H  -1.428  -2.929  -0.137  0.335
H  0.253  -2.523  0.251  0.290

***

Density functional theory data (wB97M-V/def2-TZVPD) for a molecular structure, C29H22BrClMoN2O5.

Output
total charge: +2
multiplicity: 1
calculated total energy: -128052.935 eV
HOMO: -0.521 hartree
energy above the lowest of the compared OMol25 structures with the same formula, charge and spin: 17.4 kcal/mol

Each line ends with the Mulliken charge.
Element x y z (Å)
Mo  0.480  -0.026  -0.421  0.711
C  0.133  -4.126  0.111  -0.681
O  1.426  -4.423  0.656  -0.453
C  2.463  -3.605  0.503  0.036
C  3.731  -4.178  0.746  -0.571
C  4.901  -3.462  0.640  -0.878
C  4.870  -2.118  0.282  -0.947
C  3.640  -1.511  0.052  0.798
C  3.604  -0.135  -0.305  -0.346
N  2.522  0.568  -0.512  0.648
N  2.769  1.888  -0.885  -1.141
C  1.682  2.417  -1.316  0.750
O  0.574  1.594  -1.290  -0.577
C  1.492  3.763  -1.809  0.356
C  2.568  4.656  -1.766  -0.442
C  2.401  5.941  -2.241  -0.713
C  1.171  6.336  -2.758  -0.385
C  0.103  5.449  -2.802  -0.792
C  0.257  4.159  -2.327  -0.208
C  2.453  -2.259  0.169  0.951
O  1.277  -1.581  -0.020  -0.377
H  -0.415  -5.061  0.161  0.353
H  0.222  -3.814  -0.931  0.323
H  -0.375  -3.369  0.708  0.187
H  3.743  -5.226  1.017  0.519
H  5.846  -3.951  0.829  0.435
H  5.783  -1.544  0.192  0.478
H  4.544  0.393  -0.439  0.466
H  3.520  4.338  -1.364  0.440
H  3.226  6.639  -2.213  0.419
H  1.047  7.343  -3.131  0.415
H  -0.847  5.764  -3.209  0.428
H  -0.571  3.465  -2.366  0.430
Cl  -2.331  2.075  1.404  -0.151
C  -1.761  0.962  2.614  0.700
C  -2.629  0.555  3.608  -0.747
C  -2.196  -0.371  4.548  -0.436
C  -0.906  -0.883  4.492  -0.886
C  -0.043  -0.458  3.498  -0.471
C  -0.451  0.479  2.548  0.461
C  0.486  0.964  1.527  -0.919
H  -3.630  0.963  3.647  0.491
H  -2.870  -0.686  5.332  0.433
H  -0.572  -1.598  5.231  0.441
H  0.974  -0.834  3.470  0.462
H  1.530  0.865  1.821  0.606
H  0.272  1.983  1.203  0.626
Br  -5.536  -1.622  -4.490  -0.110
C  -4.925  -1.515  -2.720  -0.379
C  -5.795  -1.786  -1.664  -0.220
C  -5.363  -1.713  -0.344  -0.907
C  -4.057  -1.371  -0.062  -0.302
C  -3.189  -1.101  -1.129  0.505
C  -3.615  -1.168  -2.463  -0.246
C  -1.842  -0.739  -0.850  1.657
O  -0.970  -0.391  -1.761  -0.837
O  -1.311  -0.701  0.323  -0.398
H  -6.820  -2.055  -1.883  0.456
H  -6.059  -1.925  0.456  0.454
H  -3.701  -1.302  0.957  0.469
H  -2.931  -0.954  -3.273  0.615

***

Density functional theory data (wB97M-V/def2-TZVPD) for 4 unconnected molecules or ions with the total composition C6H19NO4 at a distorted geometry.

Output
total charge: 0
multiplicity: 1
calculated total energy: -16207.711 eV
SMILES string: C=C(C)C[C@@H](N)CO.O.O.O
HOMO: -0.319 hartree
energy above the lowest of the compared OMol25 structures with the same formula, charge and spin: 85.7 kcal/mol

Each line ends with the Mulliken charge.
Element x y z (Å)
C  -2.502  -1.527  -1.788  -0.861
C  -1.874  -0.365  -1.631  0.789
C  -0.762  0.144  -2.502  -1.483
C  -2.095  0.571  -0.350  -1.178
C  -1.026  0.263  0.789  0.171
N  0.336  0.347  0.258  -0.457
C  -1.119  1.458  1.792  -0.573
O  -1.047  1.052  3.155  -0.561
H  -2.261  -2.115  -2.690  0.267
H  -3.034  -2.209  -1.105  0.275
H  0.173  -0.215  -2.061  0.165
H  -0.717  1.215  -2.626  0.343
H  -0.795  -0.329  -3.466  0.478
H  -3.018  0.546  0.232  0.534
H  -2.091  1.570  -0.786  0.404
H  -1.306  -0.747  1.138  0.330
H  0.385  1.207  -0.310  0.155
H  0.895  -0.441  -0.001  0.272
H  -2.112  1.836  1.729  0.370
H  -0.211  1.996  1.573  0.302
H  -0.205  0.632  3.367  0.303
O  1.181  -3.812  -1.939  -0.628
H  1.969  -3.310  -1.657  0.322
H  0.788  -3.013  -2.323  0.306
O  3.769  2.082  0.614  -0.608
H  3.333  2.847  0.237  0.289
H  4.019  1.459  -0.072  0.323
O  2.728  -0.175  1.444  -0.656
H  3.402  0.373  1.859  0.301
H  1.889  0.135  1.851  0.305

***

Density functional theory data (wB97M-V/def2-TZVPD) for 2 unconnected molecules or ions with the total composition C32H28F6NO at a distorted geometry.

Output
total charge: +1
multiplicity: 1
calculated total energy: -53473.470 eV
HOMO: -0.396 hartree
energy above the lowest of the compared OMol25 structures with the same formula, charge and spin: 12.1 kcal/mol

Each line ends with the Mulliken charge.
Element x y z (Å)
F  -5.335  3.856  -3.278  -0.233
C  -5.352  2.655  -3.931  0.789
F  -6.313  1.885  -3.352  -0.252
F  -5.762  2.902  -5.223  -0.224
C  -3.991  2.012  -3.899  0.451
C  -3.836  0.653  -3.601  -0.733
C  -2.560  0.163  -3.377  -0.776
C  -1.403  1.010  -3.387  0.825
C  -0.164  0.476  -2.925  -0.376
C  1.122  1.022  -3.305  0.229
C  1.407  2.418  -3.248  -0.014
C  2.689  2.911  -3.454  -1.069
C  3.730  2.036  -3.753  0.390
C  5.138  2.571  -3.830  0.728
F  6.034  1.716  -3.261  -0.234
F  5.539  2.754  -5.135  -0.236
F  5.271  3.772  -3.194  -0.259
C  3.477  0.681  -3.963  -0.817
C  2.197  0.189  -3.760  -0.366
C  -1.608  2.303  -3.981  -0.170
C  -2.886  2.815  -4.150  -1.142
H  -4.717  0.023  -3.505  0.481
H  -2.438  -0.905  -3.177  0.419
H  -0.184  -0.595  -2.728  0.474
H  0.620  3.125  -2.989  0.688
H  2.899  3.967  -3.348  0.485
H  4.307  0.030  -4.255  0.456
H  2.012  -0.871  -3.962  0.401
H  -0.777  2.917  -4.314  0.680
H  -3.047  3.852  -4.453  0.422
O  -1.189  -2.063  1.646  -0.735
C  -0.170  -1.642  2.536  2.872
C  0.092  -2.877  3.402  -0.544
C  -0.116  -4.121  2.819  -0.252
C  0.054  -5.288  3.562  -0.791
C  0.448  -5.209  4.906  -0.444
C  0.686  -3.961  5.488  -1.012
C  0.487  -2.794  4.746  0.035
C  1.077  -1.194  1.770  -0.637
C  0.936  -0.492  0.576  -0.858
C  2.066  -0.017  -0.095  -0.013
C  3.343  -0.293  0.414  -0.769
C  3.483  -0.990  1.614  -0.856
C  2.348  -1.419  2.308  -0.551
C  -0.646  -0.412  3.316  -0.335
C  -1.807  -0.634  4.288  -0.658
C  -2.532  0.714  4.307  -0.594
C  -2.081  1.461  3.040  -0.738
N  -1.145  0.580  2.338  -0.286
H  -1.590  -1.248  1.264  0.472
H  -0.423  -4.169  1.773  0.412
H  -0.147  -6.245  3.089  0.395
H  0.567  -6.117  5.485  0.408
H  1.000  -3.891  6.535  0.386
H  0.663  -1.818  5.209  0.457
H  -0.054  -0.319  0.143  0.468
H  1.940  0.568  -1.002  0.323
H  4.221  0.027  -0.131  0.463
H  4.467  -1.204  2.041  0.400
H  2.432  -1.958  3.252  0.389
H  0.221  0.029  3.861  0.388
H  -2.470  -1.412  3.892  0.382
H  -1.449  -0.946  5.270  0.364
H  -3.610  0.564  4.315  0.328
H  -2.269  1.280  5.207  0.293
H  -2.923  1.693  2.379  0.384
H  -1.585  2.400  3.325  0.257
H  -0.396  1.072  1.852  0.183